1.
{
  "formula": "C2H13NO4",
  "method": "wB97M-V/def2-TZVPD",
  "elements": ["C", "N", "C", "O", "H", "H", "H", "H", "H", "H", "H", "O", "H", "H", "O", "H", "H", "O", "H", "H"],
  "coordinates": [[1.4144, -0.6918, 0.5957], [1.3483, -0.2359, -0.8254], [-0.0466, -0.2966, -1.4546], [-0.7538, -1.5131, -1.3647], [0.8227, -0.0299, 1.1838], [2.5048, -0.5514, 0.8939], [1.0688, -1.7519, 0.8183], [1.7839, -0.9424, -1.3136], [-0.6909, 0.6275, -1.1310], [0.2303, -0.1248, -2.4848], [-0.4445, -2.1341, -2.0450], [-1.0677, 1.5663, 1.5676], [-1.4523, 2.2603, 2.0910], [-1.5818, 0.8520, 1.2879], [-2.0863, -0.9146, 0.9086], [-1.3775, -1.4241, 0.3909], [-2.6500, -1.6431, 1.1605], [0.8215, 2.6494, -0.2441], [1.6654, 2.2362, -0.4604], [0.4912, 2.0621, 0.4254]],
  "e_tot_ev": -11964.0419,
  "smiles": "CNCO.O.O.O"
}

=====

2.
{
  "formula": "C9H10Br2MnN2S2",
  "method": "wB97M-V/def2-TZVPD",
  "elements": ["Mn", "C", "C", "N", "C", "C", "S", "C", "C", "S", "C", "N", "C", "H", "H", "H", "H", "H", "H", "H", "H", "Br", "C", "Br", "H", "H"],
  "coordinates": [[0.2719, 0.0361, 0.0634], [-0.7893, 3.6211, -1.0144], [-1.7577, 2.5166, -1.0225], [-1.5541, 1.2699, -0.6911], [-2.7029, 0.5140, -0.8242], [-3.7972, 1.2282, -1.2707], [-3.4021, 2.8510, -1.5287], [-2.6690, -0.8839, -0.5037], [-3.7241, -1.7751, -0.5821], [-3.2410, -3.3262, -0.1095], [-1.6284, -2.7278, 0.1805], [-1.4902, -1.4492, -0.0682], [-0.5806, -3.6420, 0.6594], [0.1979, 3.3076, -0.6852], [-1.1484, 4.4220, -0.3659], [-0.7158, 4.0547, -2.0131], [-4.7906, 0.8629, -1.4501], [-4.7305, -1.5739, -0.8911], [-0.9744, -4.6470, 0.7800], [-0.1829, -3.3060, 1.6178], [0.2531, -3.6763, -0.0431], [2.1945, -1.4201, 0.8928], [3.3449, 0.1392, 0.8461], [2.2124, 1.5895, 0.2265], [4.1574, -0.0226, 0.1382], [3.7100, 0.3587, 1.8491]],
  "s2": 0.757,
  "e_tot_ev": -205533.4150,
  "spin_multiplicity": 2,
  "total_charge": 2
}

=====

3.
{
  "formula": "C12H16F6IrN2O5S2Si2",
  "method": "wB97M-V/def2-TZVPD",
  "elements": ["Ir", "C", "Si", "C", "C", "C", "C", "C", "C", "C", "Si", "C", "C", "H", "H", "H", "H", "H", "H", "H", "H", "H", "H", "H", "H", "H", "H", "H", "H", "O", "N", "F", "C", "F", "F", "S", "O", "O", "N", "S", "O", "O", "C", "F", "F", "F"],
  "coordinates": [[-1.7738, -0.1831, -0.0702], [2.6538, -1.1172, -1.6633], [1.8301, -0.4644, -0.1457], [2.2236, -1.0504, 1.5555], [1.7569, 1.3920, -0.0903], [3.1098, 1.7640, -0.0342], [3.5000, 3.0851, 0.1167], [2.5381, 4.0708, 0.2332], [1.1976, 3.7205, 0.2024], [0.7843, 2.3909, 0.0542], [-1.0580, 2.2595, -0.0342], [-1.7302, 2.6961, -1.7146], [-1.8842, 3.0762, 1.4065], [3.4777, -0.4564, -1.9342], [1.9575, -1.1006, -2.5058], [3.0450, -2.1251, -1.5469], [3.2729, -0.7851, 1.7224], [2.1212, -2.1186, 1.7474], [1.6423, -0.4818, 2.2845], [3.8986, 1.0204, -0.1148], [4.5514, 3.3371, 0.1440], [2.8261, 5.1055, 0.3597], [0.4636, 4.5146, 0.2934], [-1.3480, 3.7037, -1.9187], [-2.8179, 2.7478, -1.7736], [-1.3570, 2.0583, -2.5178], [-1.5592, 4.1208, 1.4189], [-1.5551, 2.6327, 2.3479], [-2.9734, 3.0947, 1.3811], [-4.2889, 1.1308, 0.1408], [-3.3052, 0.6173, 0.0641], [-3.4461, -5.0448, 1.1872], [-3.1349, -4.0591, 1.9889], [-2.3721, -4.4516, 2.9750], [-4.2007, -3.4246, 2.4178], [-2.1971, -2.8035, 0.9535], [-2.9776, -2.4614, -0.2159], [-1.9079, -1.5991, 1.7578], [-0.8507, -3.5546, 0.5887], [0.1267, -2.9369, -0.4181], [1.4757, -3.3120, -0.2457], [0.0235, -1.3285, -0.3923], [-0.3685, -3.3552, -2.2179], [0.4744, -4.2727, -2.6051], [-0.2461, -2.2566, -2.9411], [-1.5986, -3.7956, -2.2409]],
  "s2": 0.766,
  "e_tot_ev": -82470.9355,
  "spin_multiplicity": 2,
  "total_charge": 2
}

=====

4.
{
  "formula": "C3H4N2O2",
  "method": "wB97M-V/def2-TZVPD",
  "elements": ["N", "C", "C", "O", "C", "O", "N", "H", "H", "H", "H"],
  "coordinates": [[-1.7723, -0.3284, -0.1969], [-0.4946, -0.1682, 0.1863], [0.1127, 0.9603, 0.7587], [1.4361, 0.4577, 1.2007], [1.4983, 0.0495, -0.0837], [1.9705, 0.6710, -0.9978], [0.4999, -1.0624, -0.2208], [-1.9477, -0.8998, -1.0120], [-2.4066, 0.4372, -0.0225], [0.3959, 1.7590, 0.0318], [0.7079, -1.8760, 0.3560]],
  "e_tot_ev": -10247.5791
}